[1]
{
  "formula": "C25H24BF2N7Ru",
  "method": "ωB97M-V/def2-TZVPD",
  "elements": ["Ru", "C", "C", "C", "C", "C", "N", "C", "C", "C", "C", "C", "C", "C", "N", "C", "C", "C", "N", "C", "C", "N", "C", "C", "C", "N", "H", "H", "H", "H", "H", "H", "H", "H", "H", "H", "H", "H", "H", "H", "H", "H", "H", "H", "N", "C", "C", "C", "N", "C", "C", "H", "H", "H", "H", "H", "H", "F", "B", "F"],
  "positions_angstrom": [[0.059, -1.800, -0.547], [-4.482, 3.096, 0.994], [-3.296, 2.391, 0.403], [-2.007, 2.893, 0.561], [-0.911, 2.223, 0.057], [-1.050, 1.020, -0.649], [0.071, 0.313, -1.075], [1.135, 1.003, -1.548], [0.973, 2.202, -2.285], [2.040, 2.945, -2.704], [3.351, 2.541, -2.381], [4.523, 3.333, -2.871], [3.542, 1.379, -1.654], [2.477, 0.570, -1.245], [2.722, -0.500, -0.425], [3.910, -0.705, 0.292], [3.971, -2.044, 0.630], [2.854, -2.651, 0.105], [2.057, -1.740, -0.578], [-2.352, 0.515, -0.802], [-3.445, 1.189, -0.278], [-2.606, -0.669, -1.546], [-3.628, -0.864, -2.402], [-3.607, -2.183, -2.792], [-2.525, -2.736, -2.114], [-1.917, -1.820, -1.358], [-4.332, 4.174, 1.004], [-4.643, 2.776, 2.025], [-5.392, 2.881, 0.435], [-1.857, 3.819, 1.103], [0.084, 2.614, 0.220], [-0.036, 2.498, -2.541], [1.887, 3.838, -3.295], [4.311, 4.402, -2.850], [4.744, 3.066, -3.907], [5.415, 3.138, -2.279], [4.550, 1.060, -1.425], [4.500, 0.133, 0.617], [4.746, -2.520, 1.205], [2.555, -3.685, 0.155], [-4.431, 0.759, -0.399], [-4.279, -0.051, -2.675], [-4.273, -2.671, -3.480], [-2.153, -3.746, -2.148], [-0.447, -1.463, 5.790], [-0.378, -1.496, 4.444], [-1.334, -2.184, 3.678], [-1.224, -2.185, 2.312], [-0.244, -1.551, 1.649], [0.675, -0.895, 2.377], [0.649, -0.837, 3.746], [-1.143, -1.992, 6.284], [0.274, -1.023, 6.333], [-2.147, -2.716, 4.153], [-1.946, -2.718, 1.704], [1.469, -0.412, 1.819], [1.421, -0.296, 4.276], [0.049, -4.763, -0.417], [0.336, -3.749, -1.243], [0.734, -4.101, -2.457]],
  "forces_ev_per_angstrom": [[-0.05, -0.01, -0.12], [-0.02, 0.00, 0.00], [-0.01, 0.00, 0.00], [0.03, 0.01, 0.00], [-0.05, 0.01, 0.02], [-0.08, 0.01, -0.02], [0.03, -0.06, -0.05], [0.08, -0.01, 0.04], [-0.05, -0.01, 0.00], [0.05, -0.01, 0.00], [-0.06, 0.03, -0.02], [0.00, 0.00, 0.00], [-0.01, -0.05, 0.03], [0.01, 0.03, -0.06], [-0.01, 0.08, 0.04], [0.06, 0.03, 0.02], [-0.06, -0.03, -0.02], [0.13, -0.07, 0.07], [-0.09, 0.04, -0.07], [0.09, 0.11, 0.09], [0.05, -0.01, -0.01], [-0.13, -0.03, -0.10], [0.09, -0.02, 0.04], [-0.06, -0.02, -0.03], [0.02, 0.04, 0.01], [0.08, -0.05, 0.06], [0.00, 0.00, 0.00], [0.00, 0.00, 0.00], [0.00, 0.00, 0.00], [0.00, 0.00, 0.00], [0.01, -0.02, 0.00], [0.01, 0.01, -0.01], [-0.02, 0.00, 0.00], [0.00, 0.00, 0.00], [0.00, 0.01, 0.00], [0.00, 0.00, 0.00], [0.00, -0.01, 0.01], [0.01, 0.00, 0.01], [0.00, -0.01, 0.01], [0.01, -0.01, 0.01], [-0.01, 0.00, 0.01], [-0.01, 0.00, -0.01], [0.00, 0.00, 0.00], [0.00, -0.01, 0.00], [0.00, 0.01, 0.04], [0.01, 0.00, -0.06], [0.00, 0.00, 0.01], [-0.01, 0.04, 0.02], [-0.01, -0.02, 0.06], [0.02, -0.02, -0.04], [-0.02, 0.00, 0.03], [0.00, 0.00, 0.00], [0.00, -0.01, 0.00], [0.00, 0.00, 0.01], [0.00, 0.00, 0.00], [0.00, 0.00, 0.01], [0.00, 0.00, 0.00], [0.02, -0.02, 0.02], [-0.04, -0.02, -0.01], [0.00, 0.05, -0.01]],
  "lowdin_spin": [2.429, 0.009, 0.050, -0.008, 0.054, 0.025, 0.403, 0.113, 0.076, 0.050, 0.123, 0.021, 0.023, 0.138, 0.136, 0.288, 0.036, 0.254, 0.233, 0.046, -0.003, 0.004, 0.026, 0.005, 0.031, 0.034, 0.001, 0.004, 0.001, -0.001, 0.002, 0.000, 0.001, 0.003, 0.008, 0.001, 0.004, 0.023, -0.004, 0.018, -0.001, 0.001, 0.000, 0.003, 0.007, 0.006, 0.003, 0.021, 0.115, 0.017, 0.004, 0.000, 0.000, 0.000, 0.004, 0.001, 0.001, 0.040, 0.101, 0.018],
  "max_force_ev_per_a": 0.2,
  "orbital_gap_ev": [5.20, 6.09],
  "total_energy_ev": -45433.1244,
  "spin_multiplicity": 6,
  "charge": 1
}

---

[2]
{
  "formula": "C25H24Cl5GeN2O3SeSn",
  "method": "ωB97M-V/def2-TZVPD",
  "elements": ["Sn", "O", "C", "C", "C", "C", "C", "C", "C", "O", "N", "N", "C", "C", "C", "C", "C", "C", "C", "O", "H", "H", "H", "H", "H", "H", "H", "H", "H", "H", "Cl", "C", "C", "C", "Cl", "C", "Cl", "C", "Cl", "C", "Cl", "C", "Ge", "C", "C", "C", "Se", "C", "H", "H", "H", "H", "H", "H", "H", "H", "H", "H", "H", "H", "H", "H"],
  "positions_angstrom": [[0.022, -0.405, 0.671], [-2.011, -4.167, -0.916], [-0.880, -4.784, -1.330], [-1.040, -6.040, -1.914], [0.055, -6.747, -2.357], [1.342, -6.222, -2.229], [1.508, -4.985, -1.655], [0.409, -4.241, -1.196], [0.644, -2.922, -0.600], [-0.419, -2.176, -0.314], [1.861, -2.515, -0.381], [1.890, -1.237, 0.138], [3.035, -0.653, 0.252], [3.258, 0.686, 0.730], [4.598, 1.059, 0.943], [4.933, 2.313, 1.393], [3.913, 3.235, 1.634], [2.591, 2.900, 1.422], [2.236, 1.631, 0.967], [0.936, 1.393, 0.744], [-1.766, -3.323, -0.509], [-2.043, -6.434, -2.003], [-0.089, -7.721, -2.808], [2.199, -6.780, -2.578], [2.494, -4.555, -1.548], [3.899, -1.247, -0.040], [5.373, 0.328, 0.745], [5.967, 2.581, 1.555], [4.157, 4.226, 1.992], [1.797, 3.611, 1.612], [1.608, -0.299, 3.546], [-0.064, -0.702, 3.711], [-0.847, -0.763, 2.568], [-2.186, -1.101, 2.690], [-3.159, -1.177, 1.260], [-2.755, -1.375, 3.928], [-4.411, -1.784, 4.054], [-1.951, -1.307, 5.070], [-2.629, -1.638, 6.601], [-0.600, -0.972, 4.966], [0.385, -0.893, 6.361], [-2.104, 5.577, -0.877], [-1.330, 4.017, -1.744], [-2.101, 3.670, -3.500], [0.614, 4.086, -1.813], [-1.826, 2.449, -0.610], [-1.086, 0.811, -1.371], [-2.689, -0.142, -1.900], [-1.855, 6.477, -1.439], [-1.714, 5.688, 0.135], [-3.189, 5.497, -0.826], [-1.862, 4.490, -4.178], [-3.186, 3.587, -3.441], [-1.700, 2.754, -3.936], [0.929, 4.889, -2.480], [1.033, 3.152, -2.190], [1.032, 4.276, -0.824], [-2.904, 2.301, -0.563], [-1.435, 2.545, 0.401], [-2.989, 0.271, -2.859], [-3.467, -0.001, -1.156], [-2.428, -1.192, -2.005]],
  "forces_ev_per_angstrom": [[-0.07, -0.09, 0.01], [-0.02, -0.02, -0.01], [0.03, 0.00, 0.00], [-0.02, 0.01, 0.01], [0.02, 0.01, 0.00], [0.00, -0.02, -0.01], [0.01, 0.01, 0.01], [-0.05, 0.04, 0.02], [0.02, -0.03, -0.01], [0.03, -0.05, 0.01], [0.00, -0.08, -0.04], [-0.01, 0.18, -0.01], [-0.01, 0.02, 0.05], [-0.01, -0.08, -0.02], [0.03, 0.01, 0.00], [-0.04, 0.00, -0.01], [0.01, -0.05, -0.01], [-0.03, 0.05, 0.01], [0.02, 0.04, -0.01], [0.08, -0.01, 0.06], [0.01, 0.01, 0.00], [0.00, 0.00, 0.00], [0.00, 0.00, 0.00], [0.00, 0.00, 0.00], [0.00, 0.00, 0.00], [0.00, 0.00, -0.01], [0.00, 0.00, 0.00], [0.00, 0.00, 0.00], [0.00, 0.00, 0.00], [0.00, 0.00, 0.00], [-0.01, -0.01, 0.00], [0.02, 0.00, -0.05], [-0.06, 0.04, -0.04], [0.01, 0.01, 0.00], [0.02, -0.01, 0.02], [0.03, 0.01, 0.04], [-0.01, -0.01, 0.00], [-0.03, 0.00, -0.04], [0.00, 0.00, 0.01], [0.01, 0.00, 0.03], [0.00, 0.00, 0.01], [0.00, 0.00, -0.01], [-0.03, 0.01, 0.02], [0.00, 0.00, -0.01], [0.00, -0.01, 0.01], [-0.04, 0.01, 0.01], [0.05, 0.01, -0.02], [0.00, 0.00, -0.02], [0.00, 0.00, 0.00], [0.00, 0.00, 0.00], [0.00, 0.00, 0.00], [-0.01, -0.01, -0.01], [0.00, 0.00, 0.00], [0.01, 0.01, 0.00], [0.01, 0.00, 0.00], [0.00, 0.00, -0.01], [0.00, 0.00, -0.01], [0.00, 0.00, 0.03], [0.04, -0.01, -0.02], [-0.02, -0.01, 0.00], [0.01, 0.00, -0.01], [0.00, 0.00, 0.01]],
  "nbo_charge": [1.966, -0.668, 0.351, -0.275, -0.142, -0.253, -0.140, -0.190, 0.575, -0.865, -0.385, -0.451, 0.220, -0.245, -0.115, -0.249, -0.131, -0.270, 0.387, -0.865, 0.503, 0.234, 0.225, 0.226, 0.233, 0.224, 0.222, 0.234, 0.229, 0.228, 0.074, -0.062, -0.411, -0.078, 0.049, -0.081, 0.100, -0.053, 0.114, -0.091, 0.102, -1.083, 1.613, -1.096, -1.091, -1.005, 0.531, -0.774, 0.249, 0.239, 0.241, 0.252, 0.238, 0.231, 0.249, 0.235, 0.237, 0.247, 0.258, 0.250, 0.239, 0.262],
  "max_force_ev_per_a": 0.2,
  "orbital_gap_ev": 7.32,
  "total_energy_ev": -225738.0238,
  "charge": 1
}

---

[3]
{
  "formula": "C25H24FeN6O5",
  "method": "ωB97M-V/def2-TZVPD",
  "elements": ["Fe", "O", "C", "C", "N", "C", "C", "O", "O", "C", "C", "O", "O", "H", "H", "H", "H", "H", "H", "H", "H", "H", "N", "C", "N", "C", "C", "C", "C", "C", "C", "H", "H", "H", "H", "H", "H", "N", "C", "C", "C", "C", "C", "C", "N", "C", "C", "C", "C", "N", "C", "C", "H", "H", "H", "H", "H", "H", "H", "H", "H"],
  "positions_angstrom": [[1.360, -0.377, -1.314], [2.210, 1.350, -2.465], [3.590, 1.213, -2.853], [3.767, -0.023, -3.714], [3.270, -1.209, -3.038], [2.408, -2.061, -3.835], [1.012, -1.466, -4.032], [0.357, -1.664, -5.018], [0.596, -0.728, -3.016], [4.181, -1.897, -2.154], [3.547, -2.298, -0.820], [4.102, -2.990, -0.018], [2.346, -1.764, -0.625], [1.668, 1.403, -3.265], [4.147, 1.139, -1.917], [3.917, 2.114, -3.373], [4.817, -0.110, -4.014], [3.195, 0.109, -4.637], [2.272, -3.011, -3.313], [2.819, -2.291, -4.822], [5.026, -1.245, -1.914], [4.615, -2.800, -2.595], [1.427, 2.519, 1.842], [0.923, 1.840, 0.799], [1.804, 1.039, 0.243], [2.978, 1.199, 0.985], [4.234, 0.604, 0.861], [5.209, 0.979, 1.760], [4.961, 1.925, 2.767], [3.726, 2.521, 2.905], [2.749, 2.136, 1.994], [0.925, 3.194, 2.394], [-0.096, 1.967, 0.468], [4.441, -0.144, 0.113], [6.189, 0.525, 1.696], [5.756, 2.186, 3.452], [3.529, 3.247, 3.682], [-5.532, 0.113, 0.810], [-6.509, 0.014, 1.776], [-7.870, 0.313, 1.769], [-8.549, 0.089, 2.947], [-7.905, -0.412, 4.094], [-6.561, -0.705, 4.094], [-5.852, -0.487, 2.909], [-4.518, -0.692, 2.630], [-4.369, -0.331, 1.384], [-3.083, -0.391, 0.694], [-1.993, -0.964, 1.356], [-0.775, -1.010, 0.723], [-0.587, -0.524, -0.516], [-1.630, 0.000, -1.170], [-2.884, 0.090, -0.598], [-5.673, 0.395, -0.143], [-8.372, 0.695, 0.890], [-9.609, 0.303, 2.994], [-8.488, -0.571, 4.991], [-6.060, -1.094, 4.970], [-2.123, -1.366, 2.350], [0.093, -1.447, 1.202], [-1.444, 0.320, -2.186], [-3.684, 0.526, -1.179]],
  "forces_ev_per_angstrom": [[0.74, -0.10, -0.81], [-0.13, 0.11, 0.07], [0.05, -0.06, 0.05], [0.08, 0.05, -0.18], [-0.43, 0.27, 0.43], [0.00, -0.20, -0.17], [0.07, 0.08, 0.11], [0.07, -0.06, -0.06], [-0.31, 0.21, 0.25], [0.34, -0.13, -0.05], [-0.20, 0.14, -0.11], [0.10, -0.05, -0.07], [-0.38, 0.04, 0.45], [0.01, -0.06, 0.00], [0.00, 0.00, -0.03], [-0.01, 0.00, -0.02], [0.01, -0.05, 0.02], [0.01, 0.00, 0.00], [-0.01, 0.01, 0.01], [0.03, 0.02, 0.01], [-0.03, 0.00, 0.00], [-0.01, 0.01, -0.02], [-0.01, -0.01, -0.08], [-0.03, 0.14, -0.02], [-0.17, -0.25, 0.13], [0.10, 0.04, 0.01], [-0.01, -0.01, 0.05], [0.00, -0.01, -0.01], [-0.02, 0.01, 0.01], [0.03, -0.02, -0.01], [0.00, 0.00, -0.03], [0.00, -0.01, 0.01], [-0.01, -0.03, 0.01], [-0.01, -0.03, -0.01], [0.00, 0.00, 0.00], [0.00, 0.00, 0.00], [0.00, 0.01, 0.00], [0.00, -0.01, 0.00], [0.01, 0.01, 0.03], [-0.01, -0.02, 0.01], [-0.01, 0.01, -0.03], [0.02, -0.01, 0.01], [-0.02, 0.00, 0.00], [-0.04, 0.02, -0.02], [0.04, 0.01, -0.03], [-0.02, -0.01, 0.02], [0.02, -0.01, 0.00], [0.00, -0.02, -0.03], [0.03, 0.00, 0.07], [0.13, 0.04, 0.06], [-0.08, -0.11, -0.02], [0.03, -0.02, -0.04], [0.00, -0.01, 0.00], [-0.01, 0.01, 0.00], [0.00, 0.00, 0.00], [0.00, 0.00, 0.01], [0.00, 0.00, 0.00], [0.00, 0.00, 0.00], [0.01, 0.02, 0.00], [0.00, 0.02, 0.00], [0.00, 0.01, 0.01]],
  "lowdin_spin": [4.231, 0.052, 0.004, 0.003, 0.058, 0.004, 0.014, 0.025, 0.155, 0.006, 0.020, 0.034, 0.209, 0.001, 0.000, 0.001, 0.002, 0.000, 0.000, 0.002, 0.000, 0.002, 0.004, 0.008, 0.054, 0.005, 0.000, 0.000, 0.000, 0.001, 0.002, 0.000, 0.000, 0.000, 0.000, 0.000, 0.000, 0.000, 0.001, 0.000, 0.001, 0.000, 0.000, 0.000, 0.001, 0.000, 0.002, 0.002, 0.008, 0.074, 0.009, 0.003, 0.000, 0.000, 0.000, 0.000, 0.000, 0.000, 0.000, 0.001, 0.000],
  "max_force_ev_per_a": 1.1,
  "orbital_gap_ev": [7.60, 6.50],
  "total_energy_ev": -79877.2998,
  "spin_multiplicity": 6,
  "charge": 1
}